{"formula": "C2H2ClP", "method": "ωB97M-V/def2-TZVPD", "elements": ["Cl", "P", "C", "C", "H", "H"], "positions_angstrom": [[-0.744, -0.999, 1.733], [0.337, 0.837, -1.824], [-0.549, -0.338, 0.198], [0.460, -0.489, -0.623], [1.264, -1.254, -0.711], [-1.108, 0.561, 0.006]], "gap_ev": [7.1, 6.7], "charge": 0, "largest_force_ha_per_bohr": 0.0646, "homo_energy_ha": [-0.307, -0.289]}